# 1
Density functional theory data (ωB97M-V with the def2-TZVPD basis set) for a molecular structure, C49H34Cl8N5O4S2Y.

Geometry as XYZ:
```
103
Properties=species:S:1:pos:R:3:lowdin_charge:R:1
N -2.060 3.062 0.305 0.07
C 2.190 -3.658 3.953 -0.66
C 0.341 -3.910 2.469 -0.57
C 3.085 -0.192 1.853 -0.01
C 2.899 -1.726 0.025 -0.05
H 3.428 -1.877 -5.767 0.11
H 4.459 -1.795 1.503 0.10
H -3.828 -2.733 3.739 0.14
C -0.553 -3.726 3.517 -0.20
H -1.021 -0.501 2.553 0.14
C 0.130 3.775 3.207 0.00
C -3.457 5.249 1.327 -0.05
C 3.569 -1.288 1.152 -0.07
C 3.525 5.122 -4.480 -0.09
C -2.437 -6.679 2.884 -0.33
C -0.374 3.191 2.047 -0.18
H 5.561 -2.168 -4.559 0.10
C -3.582 2.834 -4.379 -0.70
C -2.403 4.894 -4.716 -0.70
H -4.809 4.886 -0.314 0.11
C 2.651 -0.444 -4.378 -0.04
C -3.245 -5.854 3.848 -0.15
N -2.742 -1.736 2.286 -0.07
H -4.457 -2.550 1.276 0.12
C 2.400 2.890 -3.328 -0.35
Cl 3.908 -3.615 4.214 0.67
H -3.987 6.103 1.727 0.11
Cl -2.229 6.402 -5.540 0.67
Cl -4.868 1.752 -4.768 0.68
S 1.648 1.397 -2.641 0.95
C 1.712 -3.901 2.681 -0.13
C 1.332 1.631 2.044 -0.19
H 1.727 -3.269 6.009 0.11
C -2.688 2.503 -3.378 -0.56
N -2.113 -0.301 0.733 -0.01
H 5.986 -0.916 -2.469 0.10
H -2.263 -4.234 2.362 0.11
C -1.609 3.338 -2.992 -0.52
N 1.322 0.024 0.275 0.03
Cl -2.795 0.999 -2.515 0.81
C 1.944 0.441 1.376 -0.21
C 3.616 -1.319 -4.860 -0.06
C 1.331 -3.445 5.019 -0.09
H 3.786 3.185 -1.712 0.10
C -2.786 -2.511 3.507 -0.05
H 3.595 0.146 2.742 0.10
C -1.842 -0.796 1.916 -0.14
C 1.880 2.168 3.202 0.00
C 2.914 0.257 -3.216 -0.35
O 0.472 1.144 -3.488 -0.50
H -3.715 -6.555 1.084 0.12
H -2.385 -1.924 4.334 0.14
C -3.181 3.504 -0.258 -0.11
H 1.693 -0.309 -4.863 0.12
C -2.298 4.796 1.934 -0.01
H 1.676 3.701 4.686 0.12
C 5.055 -0.780 -3.004 -0.08
C -3.230 -0.972 0.295 -0.13
C 2.487 4.461 -5.119 -0.08
H 2.386 -4.080 1.859 0.10
H 4.796 5.192 -2.750 0.10
H 1.117 -1.279 -1.255 0.07
O -0.640 -0.668 -1.666 -0.74
Cl -4.549 4.455 -6.327 0.65
C 4.097 0.092 -2.512 -0.10
H 2.769 1.730 3.628 0.10
C 1.909 3.340 -4.539 -0.08
H 3.965 6.001 -4.933 0.10
C -1.629 3.698 1.402 -0.19
H -0.368 4.620 3.653 0.10
Y -0.723 1.076 -0.776 1.08
S -0.541 -8.061 1.830 1.00
C -2.048 -3.843 3.357 -0.30
H 1.081 2.814 -4.997 0.12
N 0.232 2.146 1.476 0.12
C -2.801 -6.926 1.528 -0.15
H -3.528 -6.429 4.729 0.13
C 3.993 4.669 -3.253 -0.08
H -1.911 -7.970 -0.183 0.07
C 1.764 -1.044 -0.395 -0.14
C -1.513 4.561 -3.707 -0.60
O -0.778 3.007 -2.083 -0.26
H -3.665 -0.792 -0.672 0.08
H -4.164 -5.528 3.344 0.13
C -1.231 -7.249 3.173 -0.97
Cl -0.289 5.664 -3.190 0.72
O -2.525 -4.737 4.358 -0.12
H -3.527 2.982 -1.139 0.07
H 4.272 0.639 -1.592 0.11
Cl -0.411 -7.205 4.677 0.70
C -3.912 4.584 0.206 -0.03
C 4.814 -1.484 -4.179 -0.08
C -3.635 -1.855 1.244 -0.05
H 3.248 -2.580 -0.541 0.12
H -0.718 -3.379 5.616 0.13
C -0.030 -3.493 4.787 -0.02
C 3.428 3.545 -2.670 -0.08
C 1.271 3.259 3.785 -0.04
H 2.108 4.828 -6.064 0.11
Cl -0.220 -4.156 0.848 0.78
C -1.882 -7.659 0.848 -0.41
C -3.444 4.036 -5.072 -0.73
H -1.929 5.307 2.808 0.10
```

- calculated total energy (eV) = -189901.0057
- 2S+1 = 1

# 2
Density functional theory data (ωB97M-V with the def2-TZVPD basis set) for 2 unconnected molecules or ions with the total composition C4H12.

Geometry as XYZ:
```
16
Properties=species:S:1:pos:R:3:nbo_charge:R:1
H -1.081 -1.399 -2.401 0.21
C -0.037 -1.195 -2.607 -0.61
H 0.803 -1.989 -0.629 0.21
C 0.837 -1.178 -1.354 -0.61
H -1.690 0.250 1.936 0.20
C 0.263 1.138 1.951 -0.61
H 0.790 2.017 2.326 0.20
H 0.112 -0.246 -3.126 0.21
H -1.617 1.846 1.152 0.21
H 0.806 -0.240 -0.797 0.20
H 0.367 -1.919 -3.298 0.20
H 1.897 -1.189 -1.605 0.20
C -1.247 1.252 1.989 -0.61
H -1.597 1.584 2.971 0.21
H 0.710 0.312 2.533 0.20
H 0.686 0.955 0.959 0.20
```

- SMILES = CC.CC
- calculated total energy (eV) = -4342.1986
- 2S+1 = 1